Density functional theory data (the ωB97M-V functional and the def2-TZVPD basis) for a structure of composition C14H10BFN2O3Ti.

```
! wB97M-V def2-TZVPD RIJCOSX def2/J DEFGRID3
* xyz 2 1
Ti -4.36151 -1.05453 1.37172
F 2.14792 -1.73928 -1.58110
O -0.72392 2.93903 0.42396
O -0.14994 -0.57060 -2.84213
O 5.47635 -0.73176 0.92219
N -3.30492 2.26604 1.23627
N 4.55389 -2.57795 -0.35400
C 0.62713 0.97008 0.25789
C -2.74183 -0.84576 -1.60790
C 0.81074 -0.05311 -0.69288
C -4.20977 0.43732 -0.16595
C -0.62905 1.76071 0.21234
C 1.61068 1.24449 1.19331
C -0.26173 -0.28497 -1.68241
C -3.14141 1.24885 0.31373
C 1.99983 -0.77868 -0.67339
C 3.01149 -0.53250 0.25726
C -1.85062 0.95969 -0.19919
C -1.66091 -0.05763 -1.13782
C -4.00705 -0.61299 -1.10603
C 2.78419 0.49045 1.17551
B 4.39940 -1.33624 0.30082
H 3.72390 -3.14831 -0.43138
H -5.22060 0.63533 0.20942
H 5.31942 -3.12896 0.01502
H -2.57204 -1.60734 -2.36087
H -3.20380 3.20783 0.87161
H -4.86750 -1.19506 -1.43381
H -4.12348 2.19062 1.82585
H 5.55004 -0.86104 1.87108
H 1.46288 2.04221 1.90887
H 3.55220 0.72411 1.90203
*
```

The calculation puts the largest force on an atom at 1.40 eV/A. The electronic energy comes out at -50292.69390 eV.



Density functional theory data (the ωB97M-V functional and the def2-TZVPD basis) for a structure of composition C14H10Cl3GeN3O3STi.

```
! wB97M-V def2-TZVPD RIJCOSX def2/J DEFGRID3
* xyz -1 4
Ge 1.15414 2.91739 -2.59366
Ti 0.00071 0.55936 -1.27454
Cl -1.09821 2.23807 -2.90772
Cl 1.36491 3.93972 -4.70396
Cl 2.01812 0.81656 -3.10556
S 0.65651 3.50886 0.16378
O 0.65292 4.73354 -0.71190
O -0.40101 -1.00098 -2.34374
O -1.32582 0.81373 0.20893
N 1.08572 2.25222 -0.75397
N 0.58618 -0.81033 0.11307
N 0.28136 -0.34983 1.40924
C 0.42242 -2.74756 -3.69716
C 1.01164 -2.00401 -0.04983
C -0.71667 0.48470 1.30761
C 1.09670 -2.59828 -1.37727
C 1.83516 -3.77768 -1.54176
C -2.61050 2.76407 3.62739
C -1.21040 1.11423 2.57412
C 1.89596 -4.42141 -2.75589
C -0.74660 0.70890 3.82045
C -1.21865 1.33016 4.96628
C -2.14332 2.14211 2.47786
C -2.14890 2.35727 4.87080
C 0.35847 -2.06797 -2.46395
C 1.18004 -3.88637 -3.83379
H 2.37396 -4.17745 -0.68929
H -0.13298 -2.32661 -4.52449
H -0.85896 1.01774 5.93885
H -2.47666 2.44356 1.49510
H -0.01603 -0.08571 3.88139
H -2.51017 2.84349 5.76906
H 1.26638 -2.59906 0.82634
H 2.48102 -5.32298 -2.87643
H 1.22148 -4.37996 -4.79808
H -3.32893 3.57048 3.55273
*
```

The calculation puts the largest force on an atom at 1.08 eV/A. The electronic energy comes out at -153333.90304 eV. The expectation value of S² is 3.76.



Density functional theory data (the ωB97M-V functional and the def2-TZVPD basis) for an isolated molecule of C14H10F3N3O2.

```
! wB97M-V def2-TZVPD RIJCOSX def2/J DEFGRID3
* xyz 0 1
F -4.70614 0.71437 -0.61719
F -0.58473 -1.01987 1.43244
F -1.88156 2.54346 0.55074
O -2.95368 1.04361 1.75038
O -3.39899 1.13143 -2.40083
N -3.44130 -2.33479 -2.25733
N -2.32388 0.40090 -0.43629
N -1.29668 -4.26216 1.12441
C -3.02593 -1.79303 -1.33759
C -3.48313 0.77629 -1.28831
C 3.05935 1.32212 0.52197
C -0.02172 -1.59429 -0.89512
C -1.09595 -1.70030 0.30065
C -2.42731 1.27875 0.71925
C -2.49105 -1.03074 -0.06901
C 2.25853 -1.06521 0.37001
C 3.26230 -0.09751 0.84932
C 4.09519 2.39454 1.03613
C 1.09248 -0.56814 -0.40758
C -1.34319 -3.19150 0.71713
C 1.90571 1.81963 -0.27094
C 0.89076 0.85722 -0.74720
H 5.07929 1.86953 1.17740
H 4.14602 3.19252 0.23994
H -0.02116 1.15222 -1.33016
H -3.27128 -1.21843 0.72623
H 4.13227 -0.45610 1.46206
H 0.50326 -2.56887 -1.06852
H 1.75831 2.89290 -0.54067
H -0.47341 -1.20763 -1.84566
H 2.28936 -2.16922 0.54219
H 3.76823 2.88830 1.99214
*
```

The calculation puts the largest force on an atom at 3.19 eV/A. The electronic energy comes out at -31394.50779 eV. Its SMILES is Cc1ccc(C[C@](F)(C#N)[C@H](C#N)N(C(=O)F)C(=O)F)cc1.



Density functional theory data (the ωB97M-V functional and the def2-TZVPD basis) for a structure of composition C14H10F5MoN.

```
! wB97M-V def2-TZVPD RIJCOSX def2/J DEFGRID3
* xyz 0 3
Mo 0.74729 -0.26724 0.03920
F 1.84352 2.57697 4.47770
F -1.05984 -1.08130 5.26237
F 0.52944 0.93451 6.25375
F -1.28182 -1.53389 2.71256
F 1.48303 2.29670 1.81477
N 2.51923 -0.14212 0.02494
C -1.06451 -1.80665 0.02135
C 0.25405 3.23448 -2.85684
C -0.80790 2.90439 -2.13489
C -1.12721 -1.27559 -1.29252
C 0.93766 1.35982 2.63895
C -0.37301 -0.28195 4.42439
C -0.45459 -0.50393 3.04987
C 0.41972 0.74285 4.92518
C 1.07404 1.57118 4.01545
C 0.24191 0.26560 2.11989
C 0.98581 -2.18897 -0.99460
C -1.35259 2.10971 -1.19635
C 0.25572 -2.35627 0.24023
C 0.15269 -1.44138 -1.90384
H -2.02038 1.26929 -1.47500
H 1.19164 2.74196 -2.62145
H 0.60086 -2.87185 1.12453
H -1.09739 2.23766 -0.11815
H -2.03254 -0.91468 -1.77494
H -1.91579 -1.93421 0.67494
H 0.40306 -1.16887 -2.92292
H 2.00174 -2.50886 -1.16948
H 2.78151 0.63336 -0.57939
H 0.24788 3.95038 -3.67899
*
```

The calculation puts the largest force on an atom at 2.69 eV/A. The energy above the lowest of the compared OMol25 structures with the same formula, charge and spin is 226.4 kJ/mol. The expectation value of S² is 2.03.



Density functional theory data (the ωB97M-V functional and the def2-TZVPD basis) for a structure of composition C14H11AuN5Se4.

```
! wB97M-V def2-TZVPD RIJCOSX def2/J DEFGRID3
* xyz 1 1
Au -0.40461 1.55966 1.15516
Se -0.21949 3.33186 2.83454
Se 1.82233 2.88634 3.57374
Se 2.07167 4.50480 5.17535
Se 0.19181 5.54120 5.21355
N -0.95435 0.00955 -0.52690
N -0.13506 -1.00859 -0.97684
N 1.39370 -0.18008 0.60698
N -2.75030 1.94186 0.19308
N 3.46596 -1.24781 0.80732
C 4.12337 -3.16339 -0.53071
C 2.56359 -0.31529 1.13561
C 1.01296 -1.06410 -0.38939
C 1.64230 -3.04960 -1.80434
C -3.63377 2.87126 0.52839
C 3.80034 -4.07133 -1.51557
C -5.22386 2.07729 -1.05924
C 3.18819 -2.19145 -0.18532
C -3.08315 1.07481 -0.76180
C -2.07993 0.05131 -1.11428
C -4.88425 2.98055 -0.06853
C -4.30386 1.10124 -1.41567
C 2.55842 -4.01598 -2.15485
C 1.94833 -2.11842 -0.80757
H -2.31663 -0.67331 -1.88931
H -4.52465 0.37316 -2.18498
H 2.31915 -4.73494 -2.92594
H 0.67717 -2.99031 -2.28658
H 5.08378 -3.20058 -0.03153
H -6.18686 2.12750 -1.54910
H -5.56821 3.75769 0.24209
H 4.35353 -1.26832 1.28119
H 4.51711 -4.83210 -1.79383
H 2.87120 0.37207 1.91683
H -3.33590 3.56345 1.30847
*
```

The calculation puts the largest force on an atom at 0.56 eV/A. The energy above the lowest of the compared OMol25 structures with the same formula, charge and spin is 8.3 kJ/mol.



Density functional theory data (the ωB97M-V functional and the def2-TZVPD basis) for a structure of composition C14H11BCl3O5S2.

```
! wB97M-V def2-TZVPD RIJCOSX def2/J DEFGRID3
* xyz -1 1
Cl 3.32898 0.57238 2.08255
Cl 3.08682 -2.33707 3.01144
Cl 1.68233 -0.04032 4.59348
S 0.93775 -1.07914 -1.38559
S 0.38850 1.69899 -0.96916
O 2.15826 -1.83980 -1.29245
O -1.05200 1.72755 -0.82261
O -0.35936 -1.68387 -1.35287
O 1.01890 -0.93343 2.03779
O 1.21477 2.80417 -0.55741
C -1.56242 -1.77545 2.65411
C 1.48763 0.39824 -5.21106
C -2.19674 0.56599 2.51663
C -2.81953 -2.07735 3.17001
C -1.27719 -0.46968 2.22712
C -3.44199 0.26103 3.05928
C 1.20457 1.75935 -4.99935
C 0.83180 2.20570 -3.73135
C 0.04683 -0.15399 1.63721
C 1.39510 -0.51415 -4.15762
C 0.75940 1.28379 -2.69201
C -3.77257 -1.07118 3.36174
C 1.03294 -0.05669 -2.89638
C 0.92716 0.20867 -0.16825
B 2.16468 -0.68845 2.89945
H 1.29219 2.47593 -5.81925
H -1.92638 1.59247 2.23918
H 0.18481 0.95627 1.45784
H -3.04672 -3.10647 3.44210
H 1.62617 -1.56801 -4.28550
H -4.16788 1.05697 3.26324
H 1.80105 0.05713 -6.19874
H 1.99336 0.37551 0.11857
H -0.81315 -2.54671 2.49628
H 0.62244 3.25151 -3.51842
H -4.75050 -1.30991 3.79004
*
```

The calculation puts the largest force on an atom at 3.87 eV/A. The electronic energy comes out at -84851.34587 eV.